# 1
Here is 2 unconnected molecules or ions with the total composition C4H7O3 in a non-equilibrium geometry from the OMol25 dataset. Energies are from ωB97M-V/def2-TZVPD.

The geometry in XYZ format:
```
14
Properties=species:S:1:pos:R:3:forces:R:3
C -2.8013 -0.0358 0.1653 0.10 2.11 -1.39
C -0.2368 1.2508 -0.0291 -1.47 1.74 -1.86
C 1.0686 -0.8739 -0.3754 2.15 1.82 -0.08
C 0.8334 0.4309 0.4049 2.49 -0.89 -0.12
O -0.6087 2.2498 -0.4070 -0.44 -0.53 0.27
O 1.9398 1.2960 0.2680 0.11 0.44 -0.76
O -1.5708 -0.1446 0.1966 -2.48 -0.82 1.02
H -3.6480 -0.5694 0.6214 1.15 -1.13 0.53
H -3.2652 0.7940 -0.4248 0.66 -0.11 0.15
H 1.7040 -1.5842 0.1332 0.11 0.17 0.57
H 0.1445 -1.2796 -0.5079 -2.17 -1.59 -1.11
H 1.6427 -0.5718 -1.2884 -0.96 -0.50 0.41
H 0.5311 0.3086 1.4371 0.68 -0.42 0.78
H 2.0703 1.4705 -0.7106 0.08 -0.31 1.59
```
Forces are in eV/Å.

Energy relative to the best compared isomer or geometry (same formula, charge and spin): 41.41 kcal/mol
Gap between HOMO and LUMO: 10.7 eV
Net charge: +1
LUMO: -5.38 eV
M: 103.1 g mol⁻¹

# 2
Here is 2 unconnected molecules or ions with the total composition C16H43BrN4O6P3 in a non-equilibrium geometry from the OMol25 dataset. Energies are from ωB97M-V/def2-TZVPD.

The geometry in XYZ format:
```
73
Properties=species:S:1:pos:R:3:forces:R:3
C -1.4831 -6.5702 -0.8454 0.10 0.14 0.07
C -1.7722 -6.5639 -2.3312 -0.22 -0.76 0.03
O -0.7044 -6.0270 -3.1353 -0.07 0.47 0.81
P -0.5248 -4.4848 -3.4311 0.15 0.18 -1.61
O -0.8331 -4.0723 -4.8006 -0.15 0.00 0.05
C -1.5603 -3.4659 -2.3352 0.11 0.18 0.33
C -1.3797 -2.0289 -2.8137 0.47 -0.05 -0.19
N -1.8578 -0.9858 -1.8252 -0.15 -0.23 0.58
C -3.0286 -1.3797 -0.9820 -0.91 0.71 0.06
C -4.2838 -1.7128 -1.7979 0.13 -0.60 -0.16
C -5.1293 -2.8448 -1.1697 -0.32 0.23 0.08
C -6.5519 -2.4267 -0.7559 -0.18 -0.24 -0.04
O -7.4862 -3.2985 -1.3820 0.23 -0.02 -0.01
P -0.3531 -0.4424 -0.7768 1.00 -0.21 -0.29
O -0.7141 -0.9672 0.7025 -0.65 0.15 -0.37
Br -0.7989 1.6797 -0.6104 -0.36 -0.12 0.07
O 0.9901 -4.1424 -3.1011 -0.30 -0.22 0.65
C 1.5062 -4.4162 -1.7850 0.34 0.04 0.34
C 2.9865 -4.7232 -1.8456 -0.15 -0.12 0.43
H -0.6397 -7.2184 -0.6080 -0.01 -0.01 -0.06
H -2.3614 -6.9507 -0.3223 0.03 -0.02 0.01
H -1.2587 -5.5811 -0.4406 -0.08 0.02 -0.05
H -2.7330 -6.1010 -2.5669 0.16 0.28 -0.05
H -1.8692 -7.6005 -2.6515 0.04 0.05 -0.14
H -1.2462 -3.5514 -1.2907 -0.09 -0.14 0.00
H -2.5973 -3.7816 -2.4434 0.02 -0.11 0.19
H -1.8343 -1.8437 -3.7831 -0.18 -0.15 0.07
H -0.3087 -1.8540 -2.9482 -0.05 0.18 -0.06
H -2.1327 -0.1518 -2.3467 0.04 -0.02 -0.04
H -3.2521 -0.5139 -0.3542 0.19 -0.02 0.08
H -2.7758 -2.1818 -0.2950 0.28 -0.15 -0.28
H -4.8943 -0.8196 -1.9289 0.08 0.05 0.01
H -4.0036 -2.0447 -2.7996 0.08 0.17 -0.02
H -5.2688 -3.6499 -1.8914 0.07 0.01 -0.01
H -4.6236 -3.2796 -0.3040 0.08 0.00 -0.06
H -6.7610 -1.4020 -1.0785 0.05 0.03 0.09
H -6.6743 -2.4887 0.3274 0.08 0.18 0.01
H -8.1769 -3.5224 -0.7569 -0.16 0.00 0.01
H -0.7702 -1.9329 0.7401 0.25 -0.03 0.29
H 0.9844 -5.2504 -1.3092 -0.12 -0.08 -0.30
H 1.3356 -3.5368 -1.1503 -0.02 0.06 -0.11
H 3.2662 -5.1542 -0.8812 0.08 0.04 -0.02
H 3.5868 -3.8265 -1.9812 0.01 -0.06 -0.30
H 3.1930 -5.4769 -2.6025 0.05 0.14 -0.12
O 3.3097 3.0721 3.5046 -2.35 -0.47 0.76
P 2.8897 4.3850 2.9708 3.39 2.13 -1.33
N 2.9463 4.1601 1.2754 0.07 -0.33 0.01
C 3.2421 5.1826 0.2908 -0.39 0.27 -0.08
C 2.2091 3.0088 0.7839 0.19 -0.40 0.24
N 4.1058 5.4488 3.5555 0.35 -0.51 -0.28
C 4.9178 6.2668 2.6681 -0.20 0.44 -0.03
C 5.0004 4.8324 4.5414 0.01 -0.07 0.18
N 1.6489 5.4867 3.1123 -1.05 -0.95 0.52
C 0.3534 5.1103 2.5543 0.01 -0.05 -0.19
C 1.7390 6.8796 3.5339 -0.04 0.09 0.32
H 2.5091 6.0030 0.2568 0.01 0.00 0.03
H 3.2630 4.7285 -0.7003 -0.11 -0.07 0.03
H 4.2266 5.6107 0.4341 -0.01 0.02 0.04
H 1.1238 3.0995 0.9129 0.01 0.05 -0.06
H 2.5284 2.1112 1.3190 -0.05 0.03 0.05
H 2.4020 2.8402 -0.2772 0.10 0.15 0.00
H 5.5816 5.6666 2.0332 0.02 0.02 0.01
H 5.5461 6.9278 3.2686 0.00 -0.06 0.06
H 4.3158 6.9209 2.0380 -0.08 -0.08 0.00
H 5.7540 4.1873 4.0768 -0.02 -0.02 0.01
H 4.4478 4.2428 5.2654 -0.03 -0.03 -0.06
H 5.5170 5.6273 5.0839 -0.02 0.06 -0.08
H 0.3214 5.2314 1.4648 0.01 0.01 0.00
H -0.4375 5.7310 2.9726 0.06 0.01 0.10
H 0.1072 4.0743 2.7966 0.04 -0.02 -0.04
H 1.9754 7.5350 2.6905 0.06 0.02 0.02
H 2.4719 7.0156 4.3199 0.15 -0.06 -0.12
H 0.7785 7.2006 3.9416 -0.06 -0.11 -0.07
```
Forces are in eV/Å.

Gap between HOMO and LUMO: 6.7 eV
Net charge: +1
LUMO: -3.39 eV
M: 560.4 g mol⁻¹

# 3
Here is a molecular structure, C8H32O8 in a non-equilibrium geometry from the OMol25 dataset. Energies are from ωB97M-V/def2-TZVPD.

The geometry in XYZ format:
```
48
Properties=species:S:1:pos:R:3:forces:R:3
C -1.1660 -2.1793 -1.5502 1.12 -1.92 -0.80
O -2.4542 -2.7303 -1.6402 -1.34 0.81 0.05
H -0.8547 -1.9445 -2.5681 0.19 0.15 0.05
H -0.9264 -1.3517 -0.8826 -1.29 -0.46 -0.09
H -0.5266 -2.9534 -1.1257 0.51 -0.15 -0.35
H -2.4081 -3.6740 -1.8101 0.24 0.10 -0.01
C 3.7042 1.3325 -0.5062 1.65 -1.30 1.11
O 3.6625 2.3761 -1.4190 -0.85 0.34 -0.92
H 4.7167 1.3401 -0.1026 0.08 -0.24 0.63
H 2.9932 1.4003 0.3172 0.73 -0.17 -0.66
H 3.6099 0.3425 -0.9525 -0.28 0.04 -0.15
H 3.9486 1.9491 -2.2298 -0.03 0.59 -0.36
C 0.5365 0.1862 0.5120 -0.93 -0.24 -0.85
O 0.5094 -0.7032 1.5456 5.32 -1.65 -0.06
H 0.5313 -0.2875 -0.4696 0.24 -0.04 0.05
H -0.4207 0.6939 0.6309 0.96 0.58 -0.93
H 1.3836 0.8718 0.4868 -0.54 -1.11 0.83
H -0.3140 -1.1870 1.6424 -1.85 -0.09 -0.23
C -1.2194 1.5991 2.5968 0.08 -0.68 1.06
O -0.3277 0.6924 3.2443 -1.67 1.72 1.70
H -1.0043 1.6071 1.5283 -1.19 0.34 0.85
H -2.2825 1.4058 2.7402 -0.22 -0.48 0.55
H -0.9408 2.5748 2.9950 -1.13 -0.04 0.01
H 0.1602 0.1971 2.5824 0.24 -0.37 0.09
C 1.2292 2.8676 0.5362 0.20 2.58 -0.73
O 0.4146 2.8191 1.6531 1.14 0.20 -0.03
H 2.2416 2.5390 0.7708 -0.39 1.05 -0.07
H 0.8778 2.3048 -0.3286 -0.33 0.16 0.30
H 1.0923 3.9180 0.2789 1.31 0.24 -0.96
H 0.8435 3.3521 2.3265 0.03 -0.02 0.17
C 1.6646 -1.5332 -2.1563 -0.68 -1.02 1.44
O 1.6772 -1.9497 -3.4738 0.19 0.29 -1.53
H 2.3494 -0.7299 -1.8844 -0.19 -0.06 -0.20
H 0.6332 -1.3356 -1.8640 0.86 0.87 -0.65
H 1.8138 -2.4232 -1.5449 0.82 0.03 0.57
H 2.5687 -1.8509 -3.8160 -0.04 -0.14 -0.14
C -2.2467 0.3978 -0.8452 -1.28 2.27 -2.88
O -2.8240 -0.1239 0.3172 -6.71 4.89 -7.44
H -1.1677 0.3262 -0.9818 -0.76 0.05 0.59
H -2.7286 0.0062 -1.7410 0.06 -0.50 0.02
H -2.5421 1.4465 -0.8761 0.53 0.36 -0.09
H -3.4966 0.5136 0.5678 -0.15 -0.11 0.53
C -2.2831 -2.3948 1.3159 0.52 0.55 -0.26
O -1.7869 -1.1037 1.6141 3.82 -5.88 6.28
H -3.3548 -2.4179 1.5131 -0.03 -0.57 0.48
H -2.1766 -2.6154 0.2538 -0.19 -0.12 0.66
H -1.6411 -3.0838 1.8647 -0.67 -0.43 0.28
H -2.0679 -0.4866 0.9345 1.90 -0.47 2.08
```
Forces are in eV/Å.

Energy relative to the best compared isomer or geometry (same formula, charge and spin): 271.49 kcal/mol
Gap between HOMO and LUMO: 8.6 eV
Net charge: 0
LUMO: 0.24 eV
M: 256.3 g mol⁻¹

# 4
Here is a molecular structure, C25H49Al2Br2Cl7FLiN2O15P2S3 in a non-equilibrium geometry from the OMol25 dataset. Energies are from ωB97M-V/def2-TZVPD.

The geometry in XYZ format:
```
109
Properties=species:S:1:pos:R:3:forces:R:3
C 4.9502 -0.4862 0.9942 -0.23 -0.73 0.15
C 3.9834 -1.7730 1.3067 0.95 1.32 -1.52
S 2.1915 -1.3576 1.6552 0.27 0.05 -0.25
C 1.6919 0.3072 0.9573 1.41 1.24 -0.98
C 0.2316 0.8628 1.4462 -1.38 0.79 -1.16
P 0.5296 1.2370 3.2932 0.42 0.42 2.27
C 0.2690 -0.3429 4.3952 -0.57 -0.05 0.49
O -0.6720 2.3649 3.9395 1.54 -1.02 -0.40
C -0.0395 2.3677 0.7808 -0.26 3.13 -0.79
C 1.1645 3.0892 -0.0652 0.28 0.86 -0.77
C 1.2159 2.6287 -1.6723 -0.57 1.24 0.12
C 2.6215 3.1567 -2.4074 -1.91 -1.37 -0.99
S 3.5124 1.7430 -3.3305 -1.13 -0.03 0.85
N -1.1847 2.3992 -0.2536 0.44 -3.28 0.71
C -1.4807 0.9337 -0.4806 -1.47 -0.16 -4.44
O -1.8796 0.4728 -1.6676 2.19 2.62 7.40
C -1.1524 0.1533 0.9442 -0.26 -0.29 -2.71
C -2.4147 0.6032 1.8875 -0.46 0.16 0.75
C -3.8926 0.1535 1.3419 -0.26 -0.76 0.42
C -5.1298 0.6334 2.3280 -0.47 -0.42 -0.74
C -4.8237 0.4629 3.9301 -1.74 -1.08 -0.50
S -4.4363 2.1434 4.7112 6.34 2.78 -0.44
O -4.1580 3.2659 3.6755 -1.88 -4.11 3.03
O -3.1867 1.9528 5.6218 -5.24 0.16 -2.56
Cl -6.1703 2.7162 5.7630 1.03 -0.59 -0.60
C -1.1812 -1.4141 0.4732 -1.59 -0.95 0.60
F -0.1553 -1.7489 -0.5847 -1.85 1.10 2.67
C -1.1964 -2.5054 1.7156 0.29 -1.40 -1.04
C -0.8583 -4.0172 1.0941 0.82 0.31 0.77
H 4.8528 0.2944 1.8866 0.30 -1.68 -2.01
H 4.6326 -0.0023 -0.0306 0.81 -0.79 2.00
H 6.0624 -0.9159 0.9361 -2.48 1.18 0.06
H 3.9968 -2.5949 0.4655 -0.01 1.60 1.59
H 4.3976 -2.3161 2.2859 -1.00 0.71 -1.18
H 1.8236 0.2525 -0.2216 -0.61 0.14 2.40
H 2.4990 1.0882 1.3623 -1.86 -1.63 -0.90
H 0.2029 0.0578 5.5063 0.07 -0.63 -2.46
H 1.2070 -1.0574 4.3619 -1.94 1.46 -0.25
H -0.7310 -0.9051 4.1649 2.09 0.98 0.51
H -0.2108 2.9253 4.6319 -0.65 -1.07 -1.33
H -0.3854 3.2354 1.4990 1.09 -2.28 -0.52
H 0.8869 4.2499 -0.1062 0.54 -2.42 0.20
H 2.2248 3.0392 0.4338 -1.98 -0.19 -0.87
H 1.0179 1.4863 -1.8279 0.70 2.24 0.26
H 0.3482 3.2110 -2.2487 1.86 -1.50 1.42
H 2.3285 3.9311 -3.2540 0.62 -0.98 1.52
H 3.3374 3.7205 -1.6689 -1.46 -3.42 -0.07
H 2.5986 0.6540 -3.1560 0.96 1.75 0.09
H -2.0018 3.0007 -0.0105 0.90 -0.99 -0.18
H -2.4591 1.7840 2.0522 0.48 -2.57 -0.38
H -2.2229 0.1317 2.9592 -0.44 0.99 -2.25
H -3.9268 -1.0269 1.3281 0.06 2.34 -0.08
H -4.1526 0.5248 0.2533 0.78 -0.67 2.18
H -5.5062 1.7197 2.0243 1.03 -2.26 1.03
H -6.0439 -0.0925 2.0854 2.00 1.58 0.56
H -3.9680 -0.2891 4.1975 -1.36 1.88 -0.47
H -5.8108 0.0247 4.4389 2.21 1.33 -0.89
H -2.2267 -1.5700 -0.0831 2.52 0.46 1.00
H -0.3857 -2.3154 2.5361 -1.76 -0.09 -1.53
H -2.2908 -2.6114 2.1741 2.37 0.81 -0.94
H 0.3289 -4.0968 1.0870 -2.62 0.04 -0.33
H -1.3036 -4.1769 0.0176 0.90 0.30 2.26
H -1.2361 -4.8455 1.8543 0.65 1.77 -1.73
Al 3.8297 5.2279 -1.9640 0.81 2.58 -0.50
O -0.1460 -3.2860 7.7957 1.29 -0.89 0.78
Cl -0.6702 -1.9629 7.5188 -2.96 1.82 -1.24
O -1.2678 -1.9463 6.1977 0.58 -0.47 1.24
O 0.4076 -0.9945 7.5738 0.84 -0.59 0.66
O -1.6750 -1.6241 8.5079 0.89 -0.52 -0.30
C 0.8297 -6.0149 10.3970 1.41 0.50 -0.15
Cl -0.5825 -7.0975 10.4874 0.04 -0.27 0.41
Cl 0.3382 -4.3596 10.8363 -0.10 -0.32 0.02
Cl 2.0854 -6.5812 11.5271 -0.74 0.13 -0.46
Cl 1.4777 -6.0213 8.7374 -0.30 -0.02 0.47
O 1.5006 1.9057 -7.0386 -0.50 4.73 0.47
P 0.3022 2.3771 -7.8983 -1.69 -9.51 -3.25
O -0.7009 1.1836 -7.3129 -0.21 0.86 0.61
C -0.8216 0.9621 -5.9175 -0.15 -0.39 0.48
C -1.8088 1.9282 -5.3011 -0.27 -0.01 0.16
O 0.8261 1.5998 -9.2767 -0.08 1.76 0.19
C 2.2034 1.6968 -9.6129 0.79 -0.40 -0.09
C 2.9144 0.4012 -9.2587 0.05 -0.28 -0.10
O -1.0368 2.9037 -8.8588 2.11 2.98 1.56
C -1.9822 2.0037 -9.4218 -0.41 -0.06 0.06
C -3.3006 2.1542 -8.6790 1.41 -2.02 1.54
H 0.1438 1.0245 -5.4089 0.02 0.05 -0.21
H -1.1822 -0.0632 -5.7812 0.05 0.11 -0.17
H -1.5478 2.9640 -5.5376 0.07 0.04 0.06
H -1.8402 1.8084 -4.2129 -0.01 0.01 -0.10
H -2.8154 1.7466 -5.6904 0.11 0.05 0.08
H 2.6681 2.5532 -9.1105 -0.05 -0.23 -0.04
H 2.2798 1.8770 -10.6899 -0.17 0.01 0.12
H 2.6550 0.0504 -8.2557 0.06 0.26 -0.04
H 4.0000 0.5235 -9.3167 -0.11 -0.03 -0.03
H 2.6178 -0.3944 -9.9504 0.08 0.14 0.04
H -1.6316 0.9680 -9.4145 -0.01 0.23 0.17
H -2.1223 2.2839 -10.4693 0.31 0.19 0.04
H -3.1884 2.7118 -7.7409 -0.17 0.10 -0.38
H -3.7346 1.1710 -8.4561 -0.10 0.34 -0.10
H -4.0252 2.6954 -9.2898 -1.17 1.07 -1.01
Cl 3.5297 -3.0537 3.7518 -0.12 -0.60 1.17
N 6.5297 -4.6250 4.6547 6.65 4.20 -6.60
O 5.5997 -5.3525 5.0404 -2.56 -0.88 2.90
O 6.5893 -4.2711 3.4656 -0.82 -1.49 1.89
O 7.4002 -4.2513 5.4583 0.41 -0.58 -1.82
Li 1.7297 -2.6707 9.0862 -0.88 0.18 -0.88
Br 5.6297 -4.5131 6.7570 -3.68 -1.24 3.57
Al -2.7703 -7.0085 8.8682 -0.24 0.18 -0.30
Br -5.4703 2.8527 -10.5235 0.05 0.01 0.06
```
Forces are in eV/Å.

Gap between HOMO and LUMO: 0.9 eV
Net charge: +2
LUMO: -8.95 eV
M: 1263.7 g mol⁻¹

# 5
Here is a molecular structure, C16H15ClN5NiO4SbSe4 from the OMol25 dataset. Energies are from ωB97M-V/def2-TZVPD.

The geometry in XYZ format:
```
47
Properties=species:S:1:pos:R:3:forces:R:3
Ni 0.8689 0.6548 -1.2044 0.57 -0.09 -0.26
C 0.6313 -2.5901 -0.3104 -0.01 0.01 0.01
C -0.1787 -2.0787 -1.4442 0.11 0.02 -0.02
N -0.1456 -0.8560 -1.9358 -0.10 -0.01 0.06
C -1.0069 -0.8339 -3.0201 0.03 -0.03 -0.01
C -1.5790 -2.0719 -3.1624 0.00 0.03 -0.01
N -1.0388 -2.8299 -2.1627 -0.05 0.06 -0.06
C -2.5946 -2.7026 -4.0875 0.05 0.15 0.05
O -3.0514 -1.9556 -4.9966 0.00 0.11 -0.06
O -2.8742 -3.8791 -3.8349 -0.03 -0.11 -0.01
C -1.1353 0.3934 -3.8539 0.01 0.04 -0.07
O -1.9812 0.3417 -4.8622 -0.17 -0.34 -0.04
O -0.4947 1.3896 -3.5853 -0.16 -0.11 -0.03
H 1.6076 -2.1040 -0.3276 0.01 -0.02 0.01
H 0.7588 -3.6701 -0.3877 0.00 0.00 0.00
H 0.1689 -2.3467 0.6456 -0.01 0.00 0.01
H -1.2832 -3.8015 -2.0520 0.00 -0.01 0.00
H -2.4485 -0.5951 -4.9594 0.22 0.18 0.16
Se 6.0462 -1.5499 1.8133 -0.03 0.00 0.07
Sb 6.1462 -0.4366 -0.3421 0.22 -0.06 0.09
Se 2.6315 2.0391 -0.7152 -0.03 0.41 0.20
Se 3.1512 0.0209 -1.6661 -0.62 -0.14 -0.18
Se 7.1625 -1.9437 -1.9197 -0.02 0.00 -0.04
N -3.6648 3.5334 1.8473 -0.03 -0.01 0.03
C -2.6648 2.8915 1.1308 0.05 -0.02 -0.06
C -2.9123 2.3357 -0.1228 0.00 0.03 0.07
C -1.8791 1.7303 -0.8081 -0.03 -0.05 0.00
N -0.6337 1.6444 -0.3393 0.18 -0.05 0.06
C -0.3902 2.2024 0.8541 -0.01 0.04 0.01
C -1.3592 2.8228 1.6138 -0.05 0.01 -0.03
H -4.6027 3.2480 1.6174 0.00 0.01 0.00
H -3.5079 3.5838 2.8408 0.00 0.01 0.00
H -3.8991 2.3699 -0.5669 -0.01 0.00 0.01
H -2.0554 1.2966 -1.7784 0.00 -0.01 -0.02
H 0.6326 2.1347 1.1986 -0.02 0.00 0.00
H -1.0942 3.2459 2.5748 -0.01 0.00 0.00
Cl -0.2304 0.1147 5.7071 -0.02 0.00 0.02
C 0.8461 -0.0473 4.3384 0.01 0.01 0.00
C 2.2195 -0.0653 4.5230 0.00 0.00 -0.02
C 3.0163 -0.1934 3.4014 0.04 0.02 0.00
C 2.4100 -0.2865 2.1521 0.02 0.00 -0.08
N 1.0904 -0.2640 1.9874 -0.14 -0.09 0.07
C 0.3190 -0.1533 3.0660 0.04 0.02 0.02
H 2.6427 0.0151 5.5157 -0.01 0.00 0.00
H 4.0977 -0.2350 3.4499 0.00 -0.02 0.01
H 3.0146 -0.3845 1.2552 -0.02 0.01 0.02
H -0.7562 -0.1341 2.9130 0.01 -0.01 0.01
```
Forces are in eV/Å.

Gap between HOMO and LUMO (alpha / beta): 5.0 / 5.0 eV
Net charge: -2
LUMO (alpha / beta): 3.43 / 3.43 eV
M: 873.1 g mol⁻¹

# 6
Here is 2 unconnected molecules or ions with the total composition C4H8O3 from the OMol25 dataset. Energies are from ωB97M-V/def2-TZVPD.

The geometry in XYZ format:
```
15
Properties=species:S:1:pos:R:3:forces:R:3
C 1.8577 1.3600 0.8590 -0.01 0.02 -0.01
C 0.9016 0.3412 0.3023 0.20 -0.04 0.07
C 0.4822 0.3531 -1.0984 0.17 -0.06 -0.27
O -0.3894 0.8447 -0.0692 -0.22 0.04 0.10
H 1.8066 2.2836 0.2737 0.03 -0.15 0.08
H 2.8826 0.9742 0.8258 -0.15 0.06 0.00
H 1.6163 1.5999 1.8997 0.02 -0.07 -0.14
H 0.8545 -0.6200 0.8170 -0.01 0.16 -0.07
H 0.1543 -0.5712 -1.5666 0.04 0.14 0.11
H 0.8633 1.1270 -1.7611 -0.03 -0.04 0.13
O -1.3051 -2.1902 -0.8601 -0.46 0.19 0.36
C -2.2881 -1.9090 -0.2108 0.21 -0.27 -0.20
O -2.5074 -0.7750 0.4325 0.15 0.04 -0.09
H -3.1385 -2.5909 -0.0760 0.05 -0.02 -0.03
H -1.7415 -0.1603 0.2763 0.01 0.01 -0.01
```
Forces are in eV/Å.

Energy relative to the best compared isomer or geometry (same formula, charge and spin): 37.50 kcal/mol
Gap between HOMO and LUMO: 11.6 eV
Net charge: 0
LUMO: 1.03 eV
M: 104.1 g mol⁻¹
Structure (SMILES): C[C@@H]1CO1.O=CO